A cluster of 3 separate species, C4H11NO2 in total at a distorted geometry. Source: the Open Molecules 2025 dataset; level of theory: the ωB97M-V functional and the def2-TZVPD basis.

HOMO level (spin up / spin down): -7.42 / -7.40 eV
Kohn-Sham gap (spin up / spin down): 7.5514 / 7.5275 eV

Each line ends with the Löwdin charge.
Element x y z (Å)
C 0.711 -0.070 0.370  -0.442
C -1.166 -0.108 -0.872  -0.195
C 0.829 0.835 1.563  -0.052
C 1.562 0.335 -0.810  -0.045
N -1.497 0.141 0.382  0.089
O 0.872 -1.383 0.749  0.022
O -3.184 -0.158 -0.979  -0.303
H 1.017 -1.939 -0.028  0.113
H -3.492 -1.050 -0.758  -0.043
H -1.671 -0.731 0.883  0.091
H -1.008 0.742 -1.526  0.105
H -0.991 -1.107 -1.269  0.101
H 2.621 0.280 -0.520  0.103
H 0.494 1.841 1.320  0.091
H 1.880 0.878 1.879  0.093
H 0.245 0.462 2.402  0.087
H 1.347 1.358 -1.117  0.095
H 1.430 -0.326 -1.670  0.088

A structure of composition C45H56N10PRbS3 at a distorted geometry. Source: the Open Molecules 2025 dataset; level of theory: the ωB97M-V functional and the def2-TZVPD basis.

HOMO level: -6.54 eV
Kohn-Sham gap: 6.6443 eV

Each line ends with the Löwdin charge.
Element x y z (Å)
Rb -17.985 -5.295 -6.158  0.578
C -15.479 -3.191 -9.342  -0.167
C -14.903 -4.627 -9.417  -0.122
C -15.768 -5.565 -10.207  -0.261
C -15.759 -5.564 -11.669  -0.025
C -16.533 -6.477 -12.330  -0.104
C -17.340 -7.344 -11.598  -0.061
C -17.363 -7.244 -10.192  -0.141
N -16.598 -6.369 -9.518  0.103
N -16.169 -2.923 -8.050  -0.114
C -17.214 -1.836 -8.155  -0.114
C -17.797 -1.568 -6.800  -0.298
C -17.490 -0.464 -5.963  -0.032
C -18.174 -0.268 -4.792  -0.045
C -19.165 -1.200 -4.413  -0.037
C -19.371 -2.262 -5.268  -0.164
N -18.731 -2.419 -6.410  0.045
C -15.124 -2.470 -7.110  -0.154
C -14.455 -3.589 -6.424  -0.309
C -13.101 -3.861 -6.492  -0.022
C -12.579 -4.993 -5.867  -0.049
C -13.373 -5.696 -4.980  -0.060
C -14.677 -5.281 -4.902  -0.142
N -15.259 -4.277 -5.608  0.056
H -16.249 -3.043 -10.125  0.125
H -14.617 -2.504 -9.546  0.123
H -14.840 -4.987 -8.388  0.096
H -13.862 -4.565 -9.758  0.118
H -15.118 -4.826 -12.225  0.125
H -16.505 -6.533 -13.405  0.101
H -18.027 -8.063 -12.129  0.121
H -18.058 -7.835 -9.569  0.074
H -18.026 -2.165 -8.848  0.140
H -16.810 -0.917 -8.583  0.121
H -16.768 0.225 -6.370  0.111
H -18.126 0.545 -4.123  0.095
H -19.769 -1.087 -3.509  0.107
H -20.061 -3.071 -4.975  0.104
H -15.584 -1.780 -6.311  0.138
H -14.392 -1.878 -7.604  0.105
H -12.508 -3.358 -7.225  0.109
H -11.532 -5.190 -6.060  0.110
H -13.027 -6.533 -4.373  0.114
H -15.328 -5.875 -4.232  0.111
S -23.768 -7.255 -6.963  0.131
P -22.399 -7.641 -8.361  0.009
S -20.562 -6.844 -8.297  0.152
C -23.083 -6.946 -9.922  -0.422
C -24.355 -7.309 -10.275  -0.125
C -24.920 -6.741 -11.414  -0.094
C -24.190 -5.779 -12.093  -0.126
C -22.896 -5.449 -11.740  -0.096
C -22.313 -6.042 -10.626  -0.139
C -22.299 -9.434 -8.510  -0.408
C -22.727 -10.222 -7.428  -0.124
C -22.938 -11.586 -7.596  -0.083
C -22.658 -12.201 -8.812  -0.110
C -22.354 -11.447 -9.922  -0.064
C -22.103 -10.026 -9.748  -0.063
H -24.938 -7.959 -9.536  0.114
H -25.948 -7.023 -11.727  0.109
H -24.627 -5.350 -13.015  0.104
H -22.393 -4.706 -12.398  0.109
H -21.416 -5.699 -10.239  -0.003
H -22.709 -9.725 -6.471  0.060
H -23.420 -12.124 -6.798  0.095
H -22.514 -13.233 -8.909  0.081
H -22.182 -11.889 -10.854  0.074
H -21.739 -9.414 -10.566  0.102
S -23.382 -1.362 -3.729  0.485
C -23.889 -1.579 -5.329  -0.925
N -23.413 -0.884 -6.341  -0.006
C -23.547 -1.247 -7.754  -0.168
C -23.880 -2.766 -7.895  -0.160
C -25.019 -3.092 -6.933  -0.200
N -24.783 -2.554 -5.609  -0.008
H -22.782 -0.145 -6.024  0.123
H -22.653 -0.941 -8.302  0.113
H -24.450 -0.676 -8.137  0.128
H -22.944 -3.383 -7.648  0.141
H -24.172 -2.911 -8.991  0.134
H -25.023 -4.232 -6.909  0.115
H -25.974 -2.665 -7.265  0.117
H -25.156 -3.157 -4.878  0.127
C -22.074 -5.432 -1.801  -0.114
C -21.986 -6.553 -2.792  -0.217
C -20.802 -6.333 -3.698  -0.158
N -19.939 -5.916 -4.378  0.031
H -22.867 -5.624 -1.019  0.098
H -22.237 -4.442 -2.241  0.071
H -21.148 -5.362 -1.227  0.074
H -22.894 -6.561 -3.435  0.120
H -21.853 -7.556 -2.380  0.112
C -16.026 -12.071 -7.713  -0.178
C -15.484 -10.747 -8.139  -0.209
N -16.101 -9.624 -7.402  0.071
C -16.483 -9.687 -6.062  -0.408
N -16.840 -8.602 -5.447  0.040
C -17.248 -8.737 -4.059  -0.247
C -18.079 -10.023 -3.843  -0.167
C -17.177 -11.165 -4.215  -0.163
N -16.560 -10.936 -5.552  -0.023
C -15.977 -12.153 -6.201  -0.134
H -15.397 -12.797 -8.246  0.121
H -17.055 -12.223 -8.049  0.123
H -15.596 -10.588 -9.210  0.109
H -14.359 -10.714 -8.051  0.125
H -15.844 -8.696 -7.756  0.123
H -17.857 -7.806 -3.907  0.083
H -16.396 -8.763 -3.341  0.114
H -19.031 -10.078 -4.460  0.141
H -18.338 -10.155 -2.786  0.108
H -17.675 -12.092 -4.410  0.104
H -16.445 -11.355 -3.433  0.120
H -16.483 -13.079 -5.921  0.119
H -14.985 -12.269 -5.869  0.103

A cluster of 5 separate species, C6H22O5 in total at a distorted geometry. Source: the Open Molecules 2025 dataset; level of theory: the ωB97M-V functional and the def2-TZVPD basis.

HOMO level: -10.20 eV
Kohn-Sham gap: 10.6930 eV
SMILES: CCO.CCO.CO.CO.O

Each line ends with the Löwdin charge.
Element x y z (Å)
C -1.063 1.301 2.541  -0.079
C -0.693 1.161 4.020  -0.284
O 0.748 1.219 4.148  -0.112
H -2.146 1.184 2.521  0.073
H -0.726 0.486 1.900  0.047
H -0.713 2.238 2.109  0.081
H -0.966 0.206 4.471  0.105
H -1.178 1.839 4.722  0.105
H 1.134 0.361 4.339  0.066
C 2.721 0.252 1.834  -0.081
C 3.664 -0.779 1.195  -0.288
O 3.358 -2.176 1.529  -0.095
H 2.954 0.225 2.898  0.068
H 1.682 0.168 1.516  0.058
H 3.030 1.247 1.513  0.080
H 4.686 -0.570 1.509  0.102
H 3.623 -0.664 0.112  0.096
H 3.605 -2.737 0.790  0.067
C -4.070 0.752 -3.501  -0.172
O -4.929 -0.262 -4.002  -0.110
H -3.337 1.260 -4.128  0.072
H -4.595 1.642 -3.155  0.070
H -3.500 0.408 -2.638  0.061
H -5.825 -0.182 -3.666  0.073
C 0.980 -0.876 -3.147  -0.192
O 0.178 -2.011 -3.020  -0.097
H 1.328 -0.583 -2.156  0.071
H 1.881 -0.989 -3.749  0.082
H 0.570 0.059 -3.528  0.085
H 0.262 -2.440 -3.875  0.094
O -1.221 -0.381 -1.082  -0.047
H -0.618 -0.343 -0.340  0.014
H -0.826 -1.017 -1.679  -0.014

A cluster of 2 separate species, C4H13NO3 in total at a distorted geometry. Source: the Open Molecules 2025 dataset; level of theory: the ωB97M-V functional and the def2-TZVPD basis.

HOMO level: -8.69 eV
Kohn-Sham gap: 9.1418 eV
SMILES: OCCCNCO.O

Each line ends with the Löwdin charge.
Element x y z (Å)
O 1.202 -1.980 0.809  -0.072
C 1.656 -1.129 -0.240  -0.276
C 0.569 -1.015 -1.309  -0.162
C -0.621 -0.098 -0.938  -0.202
N -0.600 0.454 0.409  -0.063
C -1.505 0.181 1.437  -0.281
O -2.716 1.010 1.413  -0.090
H 0.807 -1.438 1.494  0.066
H 2.600 -1.488 -0.651  0.112
H 1.909 -0.157 0.190  0.094
H 1.030 -0.857 -2.283  0.101
H 0.130 -2.016 -1.309  0.105
H -0.661 0.796 -1.566  0.099
H -1.558 -0.623 -1.092  0.111
H 0.075 1.193 0.520  0.106
H -1.885 -0.840 1.340  0.124
H -1.143 0.394 2.417  0.112
H -3.303 0.862 0.670  0.059
O 1.746 2.097 -1.149  -0.043
H 1.295 2.865 -1.513  0.048
H 2.207 1.812 -1.950  0.053

Record order is preserved below.
Relative energy (zero: lowest compared OMol25 entry of this formula, charge and spin): 140.80, 97.41, 66.27, 49.33 kcal per mole